Molecular formula: C36H30MgN7O6S
Method: DFT, wB97M-V/def2-TZVPD

```
81
Properties=species:S:1:pos:R:3:forces:R:3
S -3.404 -1.012 -3.637 0.0 -0.1 0.0
Mg -0.195 0.062 -0.178 0.1 0.0 -0.1
O 0.524 1.193 -1.621 0.0 0.1 -0.2
O -4.125 1.115 1.056 0.0 0.1 0.0
O 3.612 4.418 -0.980 0.1 0.1 0.1
O 1.825 2.929 -2.170 0.0 0.0 -0.1
O 4.331 4.565 1.123 0.0 0.0 0.1
O 1.005 -3.695 1.472 0.0 0.0 0.0
N -1.458 -1.208 1.025 -0.1 0.0 0.2
N 1.214 1.322 0.970 0.0 -0.1 0.0
N -1.968 1.108 -2.842 0.1 0.1 -0.1
N 2.675 2.581 2.000 -0.1 -0.1 -0.1
N 1.034 -1.707 0.433 0.1 0.1 -0.1
N -1.407 -1.000 -1.961 0.0 0.1 -0.1
N -1.989 1.271 0.380 -0.2 -0.2 -0.3
C -1.632 -4.716 -1.876 0.0 0.0 0.0
C -0.119 4.987 2.941 0.0 0.0 0.0
C -1.775 -2.340 -2.148 -0.1 0.2 0.1
C -2.138 -0.230 -2.735 0.2 -0.1 0.2
C 1.814 2.149 0.052 0.1 0.1 0.0
C 2.369 -3.578 0.959 0.0 -0.1 0.1
C 2.724 2.947 0.680 0.0 0.0 0.1
C 4.456 -2.232 -1.072 0.0 0.0 0.0
C 2.351 -1.767 -2.123 -0.1 0.0 0.0
C -1.054 -2.420 1.363 0.0 -0.1 0.1
C 1.367 1.003 3.438 0.0 -0.1 0.1
C -1.907 -3.363 1.914 0.1 0.1 0.0
C -2.936 0.565 0.851 -0.1 -0.1 0.1
C 3.080 -2.043 -0.975 0.0 0.0 0.0
C -2.716 -0.848 1.231 -0.1 0.0 0.0
C -2.760 -4.891 -2.674 0.0 -0.1 0.0
C -3.230 -2.992 2.108 0.0 0.0 0.0
C 2.442 -2.141 0.392 0.0 0.1 0.0
C -4.012 2.472 0.525 -0.1 0.0 0.0
C 0.385 -2.597 1.068 -0.1 0.0 0.1
C -2.509 2.650 0.248 0.1 0.0 0.0
C 1.382 2.107 -1.370 0.1 0.1 0.1
C 4.359 -1.876 -3.443 0.0 0.0 0.0
C -0.670 4.283 0.712 -0.1 0.0 0.0
C -3.653 -1.712 1.771 0.0 0.1 -0.1
C -1.180 4.241 3.435 0.0 0.0 0.0
C 3.635 4.053 0.282 0.0 0.0 -0.1
C -3.386 -3.802 -3.249 -0.1 0.1 0.0
C -1.983 3.514 2.568 0.0 0.0 0.0
C -2.878 -2.538 -2.987 0.0 -0.1 0.0
C 2.991 -1.680 -3.352 0.1 0.0 0.0
C -1.731 3.529 1.200 0.0 0.0 -0.1
C 1.754 1.608 2.139 -0.2 0.0 0.1
C -1.133 -3.452 -1.610 -0.1 0.0 -0.1
C 0.133 5.010 1.576 0.0 0.0 0.0
C 5.092 -2.155 -2.299 0.0 0.0 0.0
H 0.652 0.203 3.258 0.0 0.0 0.0
H 3.242 3.020 2.711 0.0 0.0 0.0
H 3.036 -3.760 1.797 0.0 0.0 -0.1
H 2.415 -1.448 -4.236 0.0 0.0 0.0
H -4.419 3.153 1.268 0.0 0.0 0.0
H 6.161 -2.301 -2.362 0.0 0.0 0.0
H 0.895 1.747 4.081 0.0 0.0 0.0
H -1.390 4.232 4.496 0.0 0.0 0.0
H 3.000 -1.492 1.076 0.0 0.0 0.0
H -2.347 2.989 -0.774 0.0 0.0 0.0
H -0.474 4.309 -0.354 0.0 0.0 0.0
H 1.283 -1.600 -2.081 0.0 0.0 0.0
H -0.224 -3.335 -1.046 0.0 0.0 -0.1
H -3.133 -5.886 -2.867 0.0 0.0 0.0
H 2.498 -4.344 0.194 0.0 0.1 0.0
H -1.544 -4.346 2.174 0.0 0.0 0.0
H 5.039 -2.430 -0.180 0.0 0.0 0.0
H -2.804 2.931 2.970 0.0 0.0 0.0
H -4.612 2.502 -0.384 0.0 0.1 0.0
H -3.932 -3.698 2.529 0.0 0.0 0.0
H 4.856 -1.801 -4.400 0.0 0.0 0.0
H 2.959 3.874 -1.507 -0.1 0.0 -0.1
H -4.243 -3.935 -3.894 0.0 0.0 0.0
H -1.124 -5.581 -1.472 0.0 0.0 0.0
H -2.401 1.548 -3.638 0.0 0.0 0.0
H -1.003 1.396 -2.658 0.0 0.1 0.1
H 0.499 5.563 3.615 0.0 0.0 0.0
H 0.949 5.604 1.184 0.0 0.0 0.0
H -4.673 -1.390 1.923 0.0 0.0 0.0
H 2.228 0.592 3.965 0.0 0.0 0.0
```
Forces are in eV/Å.

Properties
**Net charge**: +1
**Lowest unoccupied orbital energy**: -3.45 eV
**Orbital gap**: 7.6 eV